*i*
17 unconnected molecules or ions with the total composition H34O17. Source: the Open Molecules 2025 dataset; level of theory: ωB97M-V/def2-TZVPD.

Charge: 0
Orbital gap, Eh: 0.352

Each line ends with the Mulliken charge.
CARTESIAN COORDINATES (ANGSTROEM)
O: 14.93 -24.39 17.50  -0.66
H: 13.98 -24.60 17.31  0.24
H: 15.41 -25.23 17.40  0.35
O: 13.89 -23.16 12.32  -0.66
H: 13.10 -23.58 11.97  0.29
H: 14.56 -23.85 12.26  0.34
O: 15.26 -25.62 12.44  -0.72
H: 16.08 -26.00 12.67  0.38
H: 14.85 -25.64 13.28  0.33
O: 15.92 -26.95 17.05  -0.79
H: 16.76 -27.30 17.40  0.29
H: 16.06 -26.91 16.08  0.40
O: 16.49 -22.49 13.09  -0.82
H: 16.27 -22.61 12.18  0.23
H: 16.32 -21.58 13.25  0.31
O: 19.45 -23.34 16.71  -0.79
H: 18.86 -22.72 16.26  0.31
H: 19.85 -23.73 15.97  0.41
O: 19.32 -26.26 16.31  -0.69
H: 20.11 -26.06 16.82  0.30
H: 18.64 -25.75 16.76  0.30
O: 17.85 -21.37 15.61  -0.71
H: 17.96 -20.79 14.85  0.28
H: 17.15 -21.14 16.19  0.34
O: 18.94 -21.57 12.52  -0.64
H: 18.28 -22.07 12.99  0.42
H: 18.49 -21.16 11.80  0.28
O: 16.96 -22.37 18.69  -0.75
H: 16.36 -22.00 18.00  0.43
H: 17.01 -23.31 18.39  0.36
O: 13.96 -22.29 14.84  -0.63
H: 13.38 -21.55 14.87  0.29
H: 13.91 -22.64 13.97  0.38
O: 13.92 -25.10 14.86  -0.60
H: 13.00 -24.90 14.69  0.30
H: 14.24 -24.20 15.11  0.07
O: 16.74 -26.65 14.39  -0.89
H: 17.68 -26.67 14.39  0.36
H: 16.44 -25.78 14.63  0.34
O: 16.66 -24.10 15.35  1.98
H: 16.06 -23.99 16.12  -0.57
H: 16.32 -23.50 14.66  0.09
O: 17.77 -24.91 18.00  -0.64
H: 18.20 -25.22 18.77  0.22
H: 18.36 -24.20 17.74  0.40
O: 19.05 -24.50 14.12  -0.71
H: 19.54 -25.16 14.58  0.39
H: 18.30 -24.28 14.69  0.02
O: 15.45 -21.21 16.90  -0.63
H: 15.04 -20.59 17.53  0.26
H: 14.91 -21.30 16.14  0.25

---

*ii*
17 unconnected molecules or ions with the total composition H34O17. Source: the Open Molecules 2025 dataset; level of theory: ωB97M-V/def2-TZVPD.

Charge: 0
Orbital gap, Eh: 0.373

Each line ends with the Mulliken charge.
CARTESIAN COORDINATES (ANGSTROEM)
O: -1.34 -1.90 -2.76  -0.56
H: -0.42 -1.81 -3.06  0.29
H: -1.69 -2.61 -3.29  0.27
O: 4.17 0.88 3.48  -0.59
H: 3.96 1.82 3.30  0.29
H: 4.81 0.76 2.75  0.34
O: -1.71 0.04 -4.38  -0.63
H: -1.75 -0.09 -3.43  0.32
H: -2.61 0.21 -4.69  0.31
O: 0.90 -0.84 2.96  -0.49
H: 1.24 0.05 3.07  0.39
H: -0.06 -0.79 3.06  0.12
O: -0.06 -0.61 0.04  -0.36
H: -0.52 -0.82 0.86  -0.01
H: -0.45 -1.25 -0.57  0.29
O: 2.57 -2.69 1.01  -0.62
H: 1.66 -2.59 0.75  0.29
H: 2.75 -2.07 1.72  0.31
O: 1.14 1.90 2.45  -0.56
H: 2.04 2.18 2.68  0.22
H: 0.59 2.61 2.81  0.23
O: 1.43 1.67 -0.82  -0.68
H: 0.95 0.82 -0.65  0.31
H: 1.20 1.57 -1.76  0.42
O: -4.04 2.54 -3.47  -0.61
H: -3.65 1.93 -2.85  0.28
H: -3.46 2.86 -4.17  0.32
O: -0.84 3.03 -1.16  -0.58
H: -1.35 2.79 -0.39  0.29
H: 0.07 3.08 -1.01  0.32
O: 3.58 1.37 -4.49  -0.62
H: 3.85 1.78 -3.66  0.31
H: 3.26 0.48 -4.34  0.31
O: 3.35 -0.48 -1.75  -0.58
H: 3.02 -0.03 -0.97  0.34
H: 3.14 -1.41 -1.66  0.28
O: -3.60 -0.19 3.47  -0.63
H: -4.07 -0.90 3.03  0.33
H: -3.08 -0.28 4.25  0.32
O: -1.47 -2.62 4.16  -0.58
H: -0.85 -2.19 4.77  0.35
H: -1.71 -1.92 3.53  0.22
O: 3.50 1.33 1.15  -0.58
H: 3.75 2.20 0.93  0.34
H: 2.53 1.36 1.03  0.22
O: -2.84 -0.36 0.19  -0.45
H: -2.73 -0.74 1.07  0.27
H: -3.75 -0.54 -0.08  0.23
O: -3.69 -3.52 -0.83  -0.61
H: -4.52 -3.04 -0.85  0.30
H: -3.18 -2.94 -1.42  0.29

---

Which is most stable? The ranking, best first, is *i*, *ii*.

---

*i*
17 unconnected molecules or ions with the total composition H34O17. Source: the Open Molecules 2025 dataset; level of theory: ωB97M-V/def2-TZVPD.

Charge: 0
Orbital gap, Eh: 0.390

Each line ends with the Mulliken charge.
CARTESIAN COORDINATES (ANGSTROEM)
O: 2.44 -1.14 3.06  -0.67
H: 2.21 -0.55 2.20  0.48
H: 1.87 -0.70 3.54  0.27
O: -1.63 1.37 1.07  -0.58
H: -1.56 1.67 0.10  0.25
H: -2.61 1.60 1.29  0.25
O: 2.63 -2.13 -4.20  -0.67
H: 2.33 -2.94 -4.54  0.31
H: 3.53 -1.90 -3.87  0.33
O: -0.83 -1.36 0.05  -0.56
H: -1.39 -0.67 0.14  0.31
H: -0.24 -1.17 0.82  0.29
O: 2.00 3.89 0.50  -0.66
H: 1.84 3.89 1.46  0.40
H: 1.84 4.90 0.27  0.30
O: -2.14 -0.39 -4.17  -0.55
H: -3.02 0.22 -4.05  0.28
H: -1.63 -0.16 -4.91  0.27
O: 1.14 4.06 3.09  -0.68
H: 1.63 3.55 3.79  0.32
H: 0.29 4.21 3.49  0.30
O: 4.90 -0.90 0.99  -0.64
H: 4.72 -0.89 1.91  0.29
H: 4.79 -1.90 0.99  0.33
O: -1.17 1.06 4.22  -0.59
H: -0.92 0.51 3.47  0.29
H: -2.04 1.30 4.04  0.28
O: 1.34 0.81 1.57  -0.24
H: 0.54 0.78 1.38  0.16
H: 1.83 1.40 1.20  0.07
O: -1.53 -3.25 -3.79  -0.50
H: -0.83 -3.69 -4.29  0.28
H: -1.19 -2.48 -3.86  0.22
O: 0.86 2.00 -0.89  -0.69
H: 1.44 1.25 -1.00  0.31
H: 1.58 2.69 -0.51  0.37
O: -2.67 -2.44 1.62  -0.58
H: -2.98 -3.39 1.70  0.36
H: -2.28 -2.52 0.79  0.24
O: 2.07 -1.94 -1.41  -0.60
H: 1.82 -1.65 -2.29  0.35
H: 1.74 -1.27 -0.84  0.27
O: -1.45 3.00 -4.28  -0.55
H: -1.60 3.70 -3.75  0.27
H: -0.55 3.00 -4.43  0.29
O: -3.58 -0.15 -0.86  -0.54
H: -3.84 -1.14 -0.74  0.30
H: -4.07 0.17 -1.53  0.24
O: -1.91 -3.71 3.97  -0.61
H: -1.09 -3.16 3.91  0.32
H: -2.69 -3.40 3.58  0.30

---

*ii*
17 unconnected molecules or ions with the total composition H34O17. Source: the Open Molecules 2025 dataset; level of theory: ωB97M-V/def2-TZVPD.

Charge: 0
Orbital gap, Eh: 0.387

Each line ends with the Mulliken charge.
CARTESIAN COORDINATES (ANGSTROEM)
O: 0.49 1.46 -1.31  -0.48
H: 0.21 0.67 -1.29  0.20
H: -0.18 1.91 -0.83  0.29
O: 4.61 3.61 -1.69  -0.65
H: 4.00 4.22 -1.36  0.37
H: 4.13 3.13 -2.33  0.29
O: 0.11 3.77 -3.82  -0.66
H: 0.44 3.24 -4.54  0.29
H: 0.19 3.37 -2.97  0.37
O: -3.20 -4.32 0.43  -0.59
H: -3.01 -3.83 -0.29  0.27
H: -2.43 -4.46 0.91  0.34
O: 1.10 -4.61 -2.53  -0.55
H: 1.63 -4.51 -3.17  0.23
H: 1.46 -5.27 -1.93  0.32
O: 2.62 -0.98 0.42  -0.53
H: 3.27 -0.36 0.45  0.24
H: 2.45 -0.93 1.34  0.29
O: -2.52 3.43 1.99  -0.67
H: -2.99 3.76 1.27  0.29
H: -2.92 2.50 1.99  0.32
O: 4.76 -3.37 -1.56  -0.64
H: 4.76 -2.43 -1.20  0.32
H: 3.90 -3.65 -1.93  0.32
O: -3.63 1.53 -0.61  -0.51
H: -3.42 0.84 -0.14  0.22
H: -3.88 1.23 -1.42  0.28
O: -3.48 -1.57 -2.63  -0.60
H: -3.01 -1.74 -1.91  0.27
H: -4.39 -1.71 -2.47  0.31
O: -1.44 0.15 0.61  -0.35
H: -1.89 -0.52 1.31  0.16
H: -0.71 0.55 1.24  0.30
O: 4.32 3.29 1.12  -0.60
H: 4.91 3.56 0.43  0.32
H: 4.79 2.52 1.32  0.29
O: 1.77 3.90 -0.73  -0.59
H: 1.36 4.17 0.16  0.27
H: 2.61 3.27 -0.73  0.29
O: -0.86 -3.52 3.72  -0.63
H: -0.58 -2.76 4.14  0.30
H: -1.84 -3.15 3.70  0.33
O: -1.00 -2.87 0.95  -0.55
H: -0.56 -3.44 0.17  0.28
H: -0.19 -2.73 1.44  0.25
O: -0.21 1.95 2.55  -0.69
H: 0.35 2.69 2.41  0.28
H: -1.11 2.56 2.64  0.41
O: -3.40 -1.74 2.92  -0.64
H: -4.34 -1.75 3.12  0.29
H: -3.33 -1.97 1.98  0.34

---

*iii*
17 unconnected molecules or ions with the total composition H34O17. Source: the Open Molecules 2025 dataset; level of theory: ωB97M-V/def2-TZVPD.

Charge: 0
Orbital gap, Eh: 0.375

Each line ends with the Mulliken charge.
CARTESIAN COORDINATES (ANGSTROEM)
O: 0.23 -0.47 -3.79  -0.54
H: 0.48 -0.38 -2.85  0.38
H: 0.91 -1.09 -4.04  0.28
O: 3.87 -3.09 -0.97  -0.60
H: 3.72 -2.63 -0.15  0.31
H: 4.43 -2.71 -1.65  0.29
O: -3.12 1.55 0.68  -0.69
H: -2.61 1.10 -0.01  0.27
H: -3.93 0.99 0.74  0.47
O: 1.03 4.69 2.21  -0.55
H: 1.95 4.78 2.51  0.35
H: 1.08 3.75 2.49  0.26
O: -1.80 -3.73 1.83  -0.64
H: -0.87 -3.89 2.05  0.33
H: -1.66 -3.32 0.97  0.30
O: -0.87 -2.55 -2.95  -0.53
H: -1.24 -1.82 -2.47  0.13
H: -1.61 -3.09 -3.26  0.28
O: 0.34 1.84 2.96  -0.68
H: -0.47 2.00 2.46  0.30
H: 0.21 2.25 3.80  0.30
O: 1.88 4.22 -0.82  -0.60
H: 1.24 4.29 -1.53  0.31
H: 2.25 3.34 -0.94  0.30
O: 2.08 -0.57 1.84  -0.55
H: 2.60 0.23 1.91  0.24
H: 1.29 -0.28 2.34  0.33
O: 1.96 0.01 -1.78  -0.60
H: 2.40 0.73 -2.23  0.26
H: 2.63 -0.16 -1.10  0.32
O: -4.32 -1.94 2.92  -0.63
H: -3.64 -2.25 2.33  0.30
H: -4.14 -1.31 3.60  0.32
O: -4.97 -0.27 0.66  -0.60
H: -5.85 -0.13 0.30  0.27
H: -4.75 -1.19 0.80  0.30
O: -1.52 -1.30 0.01  -0.55
H: -0.94 -1.84 -0.55  0.40
H: -1.98 -0.91 -0.75  0.29
O: 4.00 0.99 0.81  -0.68
H: 4.35 0.26 1.34  0.33
H: 3.75 1.57 1.55  0.30
O: -1.76 0.62 -5.51  -0.62
H: -1.74 -0.01 -4.80  0.30
H: -1.33 1.46 -5.38  0.30
O: -2.50 0.49 2.84  -0.70
H: -2.48 -0.46 2.70  0.21
H: -3.02 0.86 2.12  0.46
O: 4.56 -0.32 -1.34  -0.66
H: 4.57 0.49 -0.79  0.34
H: 5.34 -0.82 -1.12  0.28

---

Which is most stable? The ranking, best first, is *iii*, *ii*, *i*.

---

*i*
A single H2N2 molecule. Source: the Open Molecules 2025 dataset; level of theory: ωB97M-V/def2-TZVPD.

SMILES: [H]/N=N\[H]
Charge: 0
Orbital gap, Eh: 0.380

Each line ends with the Mulliken charge.
CARTESIAN COORDINATES (ANGSTROEM)
H: -0.93 0.53 0.11  0.21
H: 1.07 0.51 -0.10  0.19
N: -0.67 -0.49 -0.03  -0.20
N: 0.54 -0.55 0.02  -0.20

---

*ii*
A single H2N2 molecule. Source: the Open Molecules 2025 dataset; level of theory: ωB97M-V/def2-TZVPD.

SMILES: [H]/N=N\[H]
Charge: 0
Orbital gap, Eh: 0.377

Each line ends with the Mulliken charge.
CARTESIAN COORDINATES (ANGSTROEM)
H: -1.06 0.89 -0.06  0.18
H: 1.10 0.80 0.07  0.21
N: -0.60 -0.13 0.02  -0.18
N: 0.60 -0.11 -0.02  -0.21

---

Which is most stable? The ranking, best first, is *ii*, *i*.

---

*i*
A gas-phase ion, CH4IN2 (charge +1). Source: the Open Molecules 2025 dataset; level of theory: ωB97M-V/def2-TZVPD.

SMILES: NC(=[NH2+])I
Charge: +1
Orbital gap, Eh: 0.373

Each line ends with the Mulliken charge.
CARTESIAN COORDINATES (ANGSTROEM)
C: 0.13 -0.31 -0.21  0.46
N: 0.60 -0.28 1.00  -0.36
N: -0.81 0.74 -0.72  -0.37
I: 0.83 -1.84 -1.51  0.29
H: 0.54 0.49 1.65  0.24
H: 1.03 -1.17 1.40  0.28
H: -1.14 1.44 -0.01  0.23
H: -1.19 0.93 -1.60  0.23

---

*ii*
A gas-phase ion, CH4IN2 (charge +1). Source: the Open Molecules 2025 dataset; level of theory: ωB97M-V/def2-TZVPD.

SMILES: N/C=[NH+]/I
Charge: +1
Orbital gap, Eh: 0.306

Each line ends with the Mulliken charge.
CARTESIAN COORDINATES (ANGSTROEM)
C: 0.35 0.51 -0.11  0.25
N: 1.27 -0.31 0.26  -0.26
N: -1.18 -0.09 -0.19  -0.48
I: -2.85 0.74 -0.88  0.37
H: 0.29 1.44 -0.67  0.35
H: 2.21 -0.20 0.45  0.24
H: 0.99 -1.24 0.71  0.28
H: -1.09 -0.86 0.42  0.25

---

Which is most stable? The ranking, best first, is *i*, *ii*.

---

*i*
A single C10H14N4O5 molecule. Source: the Open Molecules 2025 dataset; level of theory: ωB97M-V/def2-TZVPD.

SMILES: N[C@@H](Cc1c[nH]cn1)C(=O)N[C@@H](CC(=O)O)C(=O)O
Charge: 0
Orbital gap, Eh: 0.318

Each line ends with the Mulliken charge.
CARTESIAN COORDINATES (ANGSTROEM)
C: -2.19 -1.45 -0.42  -0.44
C: -0.73 -1.77 0.18  0.59
C: -2.73 -0.05 0.25  -0.90
C: -2.28 1.23 -0.17  0.76
C: -1.76 2.10 0.90  -0.58
C: -0.98 2.63 -1.13  -0.48
C: 1.61 -0.78 0.28  -0.38
C: 1.74 0.73 0.98  0.44
C: 2.65 -0.90 -0.80  -0.99
C: 4.06 -0.50 -0.24  0.74
H: -3.29 -3.35 -0.86  0.28
H: -2.64 -3.00 0.71  0.38
H: -2.08 -1.40 -1.45  0.59
H: -2.61 -0.15 1.29  0.22
H: -3.81 -0.23 -0.06  0.32
H: -2.00 2.32 1.96  0.40
H: -0.65 3.12 -2.10  0.37
H: -0.64 3.85 0.67  0.25
H: -0.11 -0.10 -0.77  0.28
H: 1.81 -1.45 1.04  0.57
H: 2.43 -1.95 -1.13  0.33
H: 2.45 -0.14 -1.51  0.52
H: 4.67 -0.55 -2.14  0.38
H: 1.08 1.41 2.71  0.39
N: -3.23 -2.53 -0.14  -0.74
N: -1.86 1.54 -1.35  -0.61
N: -0.94 2.97 0.20  0.07
N: 0.13 -0.74 -0.06  0.00
O: -0.63 -2.77 0.91  -0.72
O: 2.02 1.68 0.32  -0.52
O: 4.27 -0.04 0.90  -0.54
O: 5.04 -0.29 -1.21  -0.50
O: 1.20 0.58 2.23  -0.48

---

*ii*
A single C10H14N4O5 molecule. Source: the Open Molecules 2025 dataset; level of theory: ωB97M-V/def2-TZVPD.

SMILES: N[C@@H](Cc1c[nH]cn1)C(=O)N[C@@H](CC(=O)O)C(=O)O
Charge: 0
Orbital gap, Eh: 0.348

Each line ends with the Mulliken charge.
CARTESIAN COORDINATES (ANGSTROEM)
C: -0.08 -0.85 -0.67  0.07
C: 0.51 0.56 -0.06  0.36
C: 0.68 -2.00 -0.10  -0.55
C: 0.42 -3.36 -0.79  0.48
C: 1.34 -4.39 -1.10  -0.65
C: -0.79 -5.08 -1.48  -0.25
C: -0.33 2.88 0.01  -0.16
C: 0.86 3.76 0.08  0.27
C: -1.15 3.09 1.42  -0.48
C: -1.74 1.74 1.87  0.57
H: -0.26 -1.34 -2.77  0.27
H: 1.17 -0.92 -2.23  0.24
H: -1.09 -0.80 -0.43  0.54
H: 0.65 -2.07 1.05  0.32
H: 1.77 -1.86 -0.26  0.23
H: 2.43 -4.50 -1.19  0.37
H: -1.45 -5.81 -1.98  0.36
H: 0.87 -6.34 -1.83  0.26
H: -0.64 1.43 -1.35  0.27
H: -0.86 3.33 -0.81  0.46
H: -0.48 3.44 2.26  0.30
H: -2.13 3.80 1.29  0.27
H: 0.00 0.90 2.47  0.40
H: 1.74 2.22 0.93  0.40
N: 0.21 -0.72 -2.10  -0.66
N: -0.85 -3.81 -1.06  -0.57
N: 0.55 -5.49 -1.38  -0.09
N: -0.13 1.63 -0.56  -0.14
O: 1.28 0.59 0.84  -0.76
O: 0.79 4.92 -0.17  -0.52
O: -2.92 1.58 1.81  -0.58
O: -0.93 0.92 2.51  -0.48
O: 1.98 3.13 0.69  -0.55

---

Which is most stable? The ranking, best first, is *ii*, *i*.

---

*i*
A single CH2O2S molecule. Source: the Open Molecules 2025 dataset; level of theory: ωB97M-V/def2-TZVPD.

SMILES: O=CSO
Charge: 0
Orbital gap, Eh: 0.303

Each line ends with the Mulliken charge.
CARTESIAN COORDINATES (ANGSTROEM)
C: 0.64 -0.30 1.30  0.08
O: 0.63 0.55 2.10  -0.28
O: -1.09 -0.09 -1.87  -0.54
S: -0.38 0.37 -0.25  0.06
H: 1.27 -1.21 1.29  0.34
H: -1.08 0.68 -2.57  0.35

---

*ii*
A single CH2O2S molecule. Source: the Open Molecules 2025 dataset; level of theory: ωB97M-V/def2-TZVPD.

SMILES: OC(O)=S
Charge: 0
Orbital gap, Eh: 0.343

Each line ends with the Mulliken charge.
CARTESIAN COORDINATES (ANGSTROEM)
C: -0.12 -0.33 0.30  0.48
H: 0.69 0.08 -1.44  0.33
H: -0.34 1.44 0.21  0.33
O: 0.97 -0.32 -0.59  -0.42
O: -0.97 0.73 0.26  -0.40
S: -0.23 -1.59 1.27  -0.31

---

Which is most stable? The ranking, best first, is *ii*, *i*.

---

*i*
A single CH2O2S molecule. Source: the Open Molecules 2025 dataset; level of theory: ωB97M-V/def2-TZVPD.

Charge: 0
Orbital gap (alpha / beta), Eh: 0.176 / 0.170

Each line ends with the Mulliken charge.
CARTESIAN COORDINATES (ANGSTROEM)
C: -0.05 -0.15 0.17  -0.38
O: 0.84 0.45 -0.67  0.02
O: 0.64 0.91 -1.96  -0.28
S: 0.13 -0.86 2.02  -0.06
H: -0.88 0.62 0.58  0.32
H: -0.68 -0.97 -0.14  0.38

---

*ii*
2 unconnected molecules or ions with the total composition CH2O2S. Source: the Open Molecules 2025 dataset; level of theory: ωB97M-V/def2-TZVPD.

Charge: 0
Orbital gap, Eh: 0.359

Each line ends with the Mulliken charge.
CARTESIAN COORDINATES (ANGSTROEM)
C: -0.89 -1.31 -0.15  -0.06
O: 0.42 0.85 0.47  -0.33
O: 1.47 0.47 -0.36  -0.34
S: -1.95 -1.33 0.98  -0.01
H: 1.25 1.07 -1.13  0.34
H: -0.30 0.26 0.19  0.41

---

*iii*
2 unconnected molecules or ions with the total composition CH2O2S. Source: the Open Molecules 2025 dataset; level of theory: ωB97M-V/def2-TZVPD.

Charge: 0
Orbital gap, Eh: 0.365

Each line ends with the Mulliken charge.
CARTESIAN COORDINATES (ANGSTROEM)
C: -0.32 0.31 -0.58  -0.35
O: 0.95 -1.06 1.33  -0.44
O: -1.29 0.02 0.36  -0.28
S: -0.12 -1.26 0.39  0.50
H: -0.30 0.80 -1.48  0.46
H: 1.08 1.20 -0.02  0.11

---

Which is most stable? The ranking, best first, is *iii*, *ii*, *i*.

---

*i*
2 unconnected molecules or ions with the total composition HN3O3. Source: the Open Molecules 2025 dataset; level of theory: ωB97M-V/def2-TZVPD.

SMILES: O=[N+]([O-])O.N#N
Charge: 0
Orbital gap, Eh: 0.458

Each line ends with the Mulliken charge.
CARTESIAN COORDINATES (ANGSTROEM)
N: -2.11 1.41 0.37  -0.21
N: -1.04 1.21 0.47  0.22
N: 0.59 -0.86 0.10  1.01
O: 1.28 0.13 -0.51  -0.36
O: 1.12 -1.23 1.07  -0.56
O: -0.46 -1.16 -0.37  -0.51
H: 0.63 0.49 -1.12  0.41

---

*ii*
A single HN3O3 molecule. Source: the Open Molecules 2025 dataset; level of theory: ωB97M-V/def2-TZVPD.

SMILES: [H]/N=N/O[N+](=O)[O-]
Charge: 0
Orbital gap, Eh: 0.388

Each line ends with the Mulliken charge.
CARTESIAN COORDINATES (ANGSTROEM)
N: 0.50 -0.04 -0.01  -0.49
N: -0.19 0.48 0.85  0.26
N: -0.32 1.69 2.83  1.09
O: -1.50 1.71 2.56  -0.49
O: 0.27 2.07 3.77  -0.52
O: 0.59 1.06 1.92  -0.13
H: 0.06 -0.51 -0.79  0.28

---

Which is most stable? The ranking, best first, is *i*, *ii*.